Entry 1:
This record from OMol25 describes a cluster of 2 separate species, C4H3Cl4N2O3 in total at a distorted geometry. The level of theory is ωB97M-V/def2-TZVPD.

The value obtained for the HOMO energy (spin up / spin down) is -11.22 / -11.22 eV. As for the charge: +1. The calculation puts the gap between HOMO and LUMO (spin up / spin down) at 4.289 / 4.288 eV.

Atoms and positions in Å:
C: -0.7538 0.6945 -1.1739
C: -0.4801 2.0495 -1.1886
C: 0.7668 1.1126 0.3955
C: -0.6996 -4.4698 1.3314
N: 0.4607 2.2926 -0.2455
N: 0.0308 0.1284 -0.2191
O: -1.0549 2.9413 -1.9681
O: 1.5863 0.9626 1.3519
O: 0.0735 -1.0878 0.0874
Cl: 0.1632 -3.1200 1.6726
Cl: -1.8621 -5.0876 2.3222
Cl: -0.4987 4.5686 -1.8582
Cl: 3.3669 0.6675 0.8997
H: -1.4308 0.1304 -1.7814
H: -0.5157 -4.9799 0.3845
H: 0.8476 3.1971 -0.0104

Cartesian forces (eV/Å) of the 6 atoms listed first:
C -0.384 0.683 -0.644
C 0.974 -0.959 1.041
C -0.823 -0.398 -1.194
C 0.360 0.799 0.554
N -0.106 0.244 -0.151
N 0.721 1.860 0.708

***

Entry 2:
This record from OMol25 describes a cluster of 10 separate species, H19O10 in total at a distorted geometry. The level of theory is ωB97M-V/def2-TZVPD.

The value obtained for the HOMO energy is -6.45 eV. As for the charge: -1. The calculation puts the gap between HOMO and LUMO at 9.351 eV.

Atoms and positions in Å:
O: -3.1161 -0.6323 -2.5890
H: -2.8355 0.3081 -2.7024
H: 1.3606 1.4349 3.1413
O: -2.9842 -0.1055 0.2660
H: -2.2570 -0.5785 0.2505
H: 0.0869 0.9059 -3.1925
O: 0.2356 -1.8040 2.6441
H: -2.8330 0.4382 1.0447
H: -0.2337 -0.9254 2.5985
O: -2.6853 1.6600 2.8121
H: 0.7522 -0.0514 -0.6186
H: -2.6344 -0.8665 -1.7578
O: 1.3118 -0.9186 -0.9944
H: 0.5895 1.3780 1.6535
H: -2.3149 0.7956 2.8741
O: 3.3211 -0.4512 -2.4434
H: 2.9197 -0.7259 -3.2751
H: 2.8269 -0.7091 -1.6858
O: 3.4584 -0.6969 1.3258
H: 2.5235 -0.7604 1.0422
H: 3.3373 -0.1975 2.3094
O: 0.2881 0.8503 0.2251
H: -0.3983 1.2528 -0.0815
H: 0.6636 -1.4962 -0.8479
O: 0.5788 1.2215 2.6492
H: 0.7811 -1.7497 1.8485
O: -0.3530 0.7787 -4.0913
H: -1.9053 2.2811 2.8502
H: -0.8705 0.0495 -3.8843

Cartesian forces (eV/Å) of the 6 atoms listed first:
O 1.309 0.795 0.586
H -0.505 -0.986 0.088
H 0.548 0.323 -0.204
O -5.349 3.472 0.404
H 5.887 -3.919 -0.259
H -0.382 0.038 -1.755

***

Entry 3:
This record from OMol25 describes a cluster of 9 separate species, C36H71F9O18 in total at a distorted geometry. The level of theory is ωB97M-V/def2-TZVPD.

The value obtained for the HOMO energy is -9.17 eV. The calculation puts the gap between HOMO and LUMO at 9.297 eV. The SMILES is CCOC(=O)C(F)(F)F.CCOC(=O)C(F)(F)F.CCOC(=O)C(F)(F)F.O=C1CCCO1.COCCOC.COCCOC.COCCOC.COCCOC.COCCOC.

Atoms and positions in Å:
C: 7.2934 20.6443 23.2103
C: 8.6151 20.6688 22.4520
O: 9.4048 21.8524 22.7163
C: 10.7509 22.0079 22.4217
O: 11.4713 21.1753 21.9366
C: 11.2719 23.3761 22.8679
F: 11.6516 24.1275 21.7768
F: 10.3408 23.9238 23.6021
F: 12.3282 23.2189 23.7187
H: 6.8392 19.6595 23.1010
H: 6.6108 21.3808 22.7865
H: 7.4536 20.9988 24.2285
H: 8.4301 20.4584 21.3986
H: 9.2001 19.8737 22.9142
C: 5.9268 14.3871 32.4687
C: 6.5407 15.3548 31.4682
O: 5.5031 16.2114 31.1231
C: 5.6958 17.2639 30.3089
O: 6.8566 17.6831 30.0161
C: 4.3794 18.1242 29.9131
F: 4.2128 19.2070 30.6994
F: 4.5389 18.5819 28.6335
F: 3.2968 17.4005 30.0475
H: 5.3727 14.8890 33.2620
H: 6.6328 13.6600 32.8699
H: 5.1313 13.8157 31.9903
H: 6.6941 14.7432 30.5790
H: 7.4817 15.8314 31.7429
C: 4.2109 18.1074 22.9708
C: 4.5553 18.1836 24.4986
O: 4.1276 19.3644 25.2089
C: 2.9029 19.5834 25.5521
O: 1.9442 18.9873 25.0139
C: 2.6735 20.5066 26.7287
F: 3.6548 21.3446 26.8646
F: 1.5547 21.1464 26.4653
F: 2.5284 19.8906 27.9445
H: 3.1438 18.2496 22.8003
H: 4.4864 17.1251 22.5869
H: 4.7085 18.8428 22.3386
H: 5.6278 18.1168 24.6812
H: 4.0061 17.3611 24.9568
O: 8.0400 17.6028 25.0358
C: 8.7714 18.3686 25.7172
C: 8.6005 18.7768 27.1978
C: 9.8716 19.5360 27.4836
C: 10.5932 19.7081 26.0858
O: 9.7323 19.0582 25.1468
H: 7.7234 19.4151 27.3048
H: 8.4900 17.8641 27.7834
H: 9.6877 20.4430 28.0596
H: 10.5449 19.1521 28.2500
H: 10.8414 20.7675 26.0219
H: 11.4677 19.0590 26.1319
C: 7.5316 25.0816 28.5815
O: 6.2685 25.5587 28.3398
C: 5.3615 25.0174 29.3136
C: 5.1365 23.5167 29.0802
O: 6.3463 22.7791 29.4011
C: 6.1106 21.6093 30.2090
H: 7.7852 25.0825 29.6416
H: 8.0959 25.8676 28.0795
H: 7.8814 24.1262 28.1905
H: 4.3936 25.5139 29.2444
H: 5.5802 25.1897 30.3675
H: 4.8389 23.4173 28.0363
H: 4.2654 23.1915 29.6490
H: 6.9824 21.1875 30.7092
H: 5.5801 20.8027 29.7030
H: 5.3938 21.8030 31.0071
C: 8.4127 13.5332 20.9897
O: 7.2114 13.9611 20.4582
C: 6.1316 14.0889 21.3930
C: 4.8672 14.2612 20.6129
O: 4.6306 15.6823 20.3985
C: 5.6311 16.4217 19.6590
H: 8.5289 12.4593 21.1364
H: 8.5263 14.0054 21.9655
H: 9.1370 13.8179 20.2265
H: 6.2950 14.8585 22.1474
H: 6.0123 13.1360 21.9086
H: 4.0748 13.8431 21.2337
H: 4.8851 13.7774 19.6363
H: 5.1673 17.3105 19.2312
H: 6.0106 15.8556 18.8083
H: 6.4780 16.7304 20.2719
C: -0.6344 22.3482 24.2993
O: -1.8734 23.0187 24.3670
C: -2.6409 22.7285 25.5273
C: -1.9443 23.0990 26.8034
O: -1.0442 22.0855 27.2524
C: -0.4219 22.4948 28.5027
H: -0.1964 22.6446 23.3462
H: -0.6341 21.2637 24.1899
H: 0.0238 22.6778 25.1032
H: -3.0471 21.7193 25.5951
H: -3.5373 23.3470 25.4822
H: -2.5532 23.2479 27.6951
H: -1.4070 24.0176 26.5676
H: 0.0938 23.4537 28.4513
H: 0.3686 21.8007 28.7883
H: -1.2260 22.3611 29.2262
C: 3.8438 24.9729 22.0048
O: 3.2591 23.7134 21.5374
C: 1.8472 23.5413 21.3758
C: 1.3268 22.0954 21.1206
O: 1.7874 21.4737 19.9343
C: 1.5489 20.0868 19.9081
H: 4.9085 24.7661 22.1128
H: 3.5034 25.2928 22.9896
H: 3.7893 25.7745 21.2682
H: 1.5642 24.2665 20.6129
H: 1.3941 23.9014 22.2994
H: 0.2382 22.0678 21.1674
H: 1.5929 21.5765 22.0415
H: 2.1695 19.5708 20.6407
H: 1.8742 19.6583 18.9601
H: 0.4884 19.8575 20.0127
C: 6.2112 23.7823 19.0296
O: 6.3208 22.4193 18.9497
C: 5.1458 21.6218 19.2365
C: 5.4870 20.0621 19.3934
O: 6.3900 19.7038 18.4047
C: 7.6499 19.2320 18.8218
H: 5.6213 24.3642 18.3214
H: 7.2274 24.1759 19.0053
H: 5.8585 24.2449 19.9514
H: 4.3208 21.8036 18.5478
H: 4.7121 22.1199 20.1036
H: 4.5912 19.4999 19.1298
H: 5.8948 19.9270 20.3952
H: 8.2834 18.9980 17.9663
H: 7.7143 18.3234 19.4205
H: 7.9982 20.0365 19.4694

Cartesian forces (eV/Å) of the 6 atoms listed first:
C 0.279 1.667 -0.540
C 0.849 -1.489 0.889
O 1.040 1.602 -0.442
C -1.421 -2.602 -0.566
O -0.639 0.776 0.311
C 0.727 -0.426 0.094

***

Entry 4:
This record from OMol25 describes a cluster of 2 separate species, C7H13N3O in total. The level of theory is ωB97M-V/def2-TZVPD.

The value obtained for the HOMO energy is -8.66 eV. The calculation puts the gap between HOMO and LUMO at 9.379 eV. The SMILES is Cc1c[nH]cn1.CCC(N)=O.

Atoms and positions in Å:
C: -1.3174 2.9425 0.4257
C: 0.0278 2.3117 0.3004
C: 1.1120 2.4983 1.1138
N: 2.1129 1.7360 0.5489
C: 1.6119 1.1563 -0.5525
N: 0.3631 1.5054 -0.7454
H: -1.7408 3.2857 -0.5179
H: -1.3056 3.7754 1.1257
H: -2.0223 2.2094 0.8305
H: 1.2858 2.8886 2.1005
H: 3.0385 1.6000 0.9153
H: 2.1961 0.5704 -1.2428
C: 0.2864 -3.3566 0.9792
C: 0.3141 -2.1024 0.0962
C: -1.0609 -1.9024 -0.5060
N: -1.0853 -1.9546 -1.8685
O: -2.0677 -1.7209 0.1413
H: 0.2304 -4.2656 0.3665
H: -0.5801 -3.3692 1.6323
H: 1.1947 -3.4505 1.5767
H: 0.5238 -1.2453 0.7397
H: 1.1145 -2.1435 -0.6416
H: -1.9505 -1.8711 -2.3731
H: -0.2509 -1.9542 -2.4249

Cartesian forces (eV/Å) of the 6 atoms listed first:
C -0.469 -0.409 0.395
C -0.076 0.913 0.108
C 0.374 -0.733 0.214
N 0.362 -0.089 0.309
C -0.286 0.208 -0.589
N -0.002 -0.399 -0.342

***

Entry 5:
This record from OMol25 describes a structure of composition C19H40AsN2O2PPdS2Si at a distorted geometry. The level of theory is ωB97M-V/def2-TZVPD.

The value obtained for the HOMO energy (spin up / spin down) is -2.86 / -4.10 eV. As for the charge: -1. The calculation puts the gap between HOMO and LUMO (spin up / spin down) at 5.649 / 6.265 eV. As for the spin multiplicity: 4.

Atoms and positions in Å:
Pd: -0.0744 -0.4182 0.2650
C: -1.3248 -0.4375 6.2019
C: -0.0397 -0.9323 5.5559
O: -0.3252 -1.8458 4.5139
P: -0.0607 -1.5924 2.9094
S: 0.2448 -2.8141 0.7010
S: -1.2271 0.0151 2.4401
O: 1.4471 -0.9645 3.1287
C: 2.4185 -0.8250 2.1196
C: 3.3278 -2.0438 2.0591
H: -1.0918 0.2798 6.9851
H: -1.8710 -1.2727 6.6332
H: -1.9469 0.0438 5.4511
H: 0.5714 -1.4748 6.2881
H: 0.5397 -0.0872 5.1754
H: 2.9909 0.0790 2.3679
H: 1.9338 -0.6691 1.1247
H: 3.8354 -2.1772 3.0132
H: 4.0559 -1.9206 1.2615
H: 2.7270 -2.9263 1.8470
C: -2.1464 3.0306 0.6475
C: -0.7313 3.0960 0.1570
C: -0.0806 4.3111 0.0000
C: 1.2102 4.3122 -0.5240
C: 1.8041 3.1292 -0.8780
C: 1.1041 1.9175 -0.6644
N: -0.1541 1.9451 -0.1537
N: 1.5759 0.7011 -0.9063
Si: 2.8131 0.0909 -1.8921
C: 2.3774 -1.7506 -2.1570
C: 2.9267 0.9246 -3.6222
C: 4.5863 0.2530 -1.1549
H: -2.8329 3.1550 -0.1911
H: -2.3415 3.8223 1.3683
H: -2.3267 2.0567 1.1008
H: -0.5722 5.2345 0.2776
H: 1.7389 5.2489 -0.6481
H: 2.7985 3.0886 -1.2938
H: 1.7418 -1.8889 -3.0340
H: 1.8223 -2.1107 -1.2854
H: 3.2519 -2.3825 -2.2813
H: 1.9638 0.9357 -4.1214
H: 3.6255 0.3975 -4.2639
H: 3.2660 1.9522 -3.5455
H: 4.6790 -0.2641 -0.2060
H: 4.8410 1.2944 -0.9839
H: 5.3334 -0.1558 -1.8281
C: -1.1105 1.1029 -3.8052
C: -1.1644 -0.4181 -3.8017
As: -1.1185 -1.0841 -1.9020
C: -1.5643 -3.0197 -2.1168
C: -2.0145 -3.5207 -3.4823
C: -2.8512 -0.3436 -1.2856
C: -4.1214 -0.7727 -2.0068
H: -0.9075 1.4935 -4.8041
H: -0.3238 1.4405 -3.1284
H: -2.0551 1.5197 -3.4557
H: -0.2819 -0.8254 -4.3018
H: -2.0490 -0.7820 -4.3288
H: -2.3168 -3.2354 -1.3508
H: -0.6585 -3.5577 -1.8186
H: -2.9235 -3.0246 -3.8191
H: -2.2081 -4.5928 -3.4371
H: -1.2335 -3.3500 -4.2222
H: -2.7342 0.7461 -1.3313
H: -2.9149 -0.6045 -0.2166
H: -4.1121 -0.4479 -3.0483
H: -4.9987 -0.3357 -1.5282
H: -4.2321 -1.8561 -1.9865

Cartesian forces (eV/Å) of the 6 atoms listed first:
Pd 0.061 0.542 -0.799
C 0.210 -0.160 -0.228
C 0.040 0.253 0.183
O -0.139 -0.405 0.013
P 0.103 -0.439 0.592
S -0.244 0.347 0.124

***

Listing E for the structures above in their given order: -63393.577; -20783.768; -99785.796; -13988.292; -130586.244 eV.
Listing relative energy (zero: lowest compared OMol25 entry of this formula, charge and spin) for the structures above in their given order: 1.3565; 2.7495; 3.6028; 0.0716; 1.0607 eV.